C52H66AsN2O3PPdS | the ωB97M-V functional and the def2-TZVPD basis

```
127
Properties=species:S:1:pos:R:3:forces:R:3:mulliken_charge:R:1
Pd -0.6534 -0.4846 -0.1367 -0.448 -0.791 0.884 -0.856
C -3.3661 -3.6323 -1.9508 0.099 0.016 -0.020 -1.886
C -2.4795 -2.9638 -0.9356 -0.034 -0.084 -0.166 0.537
O -1.5865 -2.2030 -1.3409 0.090 0.154 -0.157 0.537
C -2.7354 -3.2826 0.4409 0.135 0.209 0.352 -1.585
C -2.0182 -2.8827 1.5436 -0.423 -0.522 0.105 0.495
C -2.3546 -3.4259 2.9014 0.102 0.056 -0.019 -1.222
N -0.9706 -2.0298 1.4606 0.501 1.262 -1.034 1.650
N -0.2360 -1.8725 2.5172 -0.015 -0.620 0.676 -0.351
C 0.7044 -0.9161 2.4988 -0.108 -0.172 -0.198 -0.621
O 0.8102 -0.0516 1.5792 -0.111 0.036 -0.341 1.024
C 1.6284 -0.8947 3.6423 0.145 0.031 0.083 0.960
C 1.3963 -1.6897 4.7683 -0.033 0.003 -0.106 -0.666
C 2.2631 -1.6303 5.8443 -0.002 -0.015 0.046 -0.832
C 3.3695 -0.7911 5.8052 -0.003 -0.016 -0.040 -0.682
C 3.6152 -0.0120 4.6809 0.038 0.040 0.036 -1.200
C 2.7469 -0.0583 3.6057 -0.026 -0.059 -0.098 -0.174
H -3.0710 -3.3447 -2.9567 -0.003 -0.042 0.010 0.228
H -4.4078 -3.3542 -1.7787 -0.012 -0.018 0.031 0.423
H -3.2975 -4.7164 -1.8471 -0.033 -0.005 0.002 0.453
H -3.5514 -3.9661 0.6279 -0.032 0.015 -0.034 0.506
H -3.2418 -4.0517 2.8737 -0.004 0.005 -0.083 0.465
H -2.5081 -2.6025 3.6014 0.024 -0.020 0.020 0.121
H -1.5088 -4.0112 3.2648 -0.042 -0.002 0.075 0.276
H 0.5376 -2.3459 4.7827 -0.016 0.014 0.033 0.530
H 2.0763 -2.2417 6.7168 0.019 0.000 0.000 0.477
H 4.0463 -0.7523 6.6482 0.000 0.011 -0.002 0.425
H 4.4833 0.6325 4.6460 0.008 -0.010 0.007 0.523
H 2.9357 0.5393 2.7218 0.006 0.018 0.033 0.415
C 1.5364 -2.2691 -5.4437 -0.139 -0.049 0.028 -1.177
C 1.5227 -3.3724 -4.3754 0.041 0.144 -0.036 -0.948
C 1.1855 -2.8094 -2.9817 0.108 -0.092 -0.056 0.140
C 1.6624 -1.3556 -2.8855 -0.375 0.018 0.291 1.255
C 0.7963 -0.4894 -3.8200 0.028 -0.103 0.010 0.567
C 0.4623 -1.2303 -5.1296 0.153 -0.076 -0.015 -0.744
P 1.5953 -0.6787 -1.1697 0.821 0.490 -0.192 -1.082
C 2.0107 1.1335 -1.2120 -0.345 -0.191 -0.042 1.175
C 3.2248 1.5251 -2.0841 0.013 0.107 -0.051 -0.966
C 3.1279 2.9926 -2.5340 0.014 0.021 0.149 -0.921
C 2.5590 3.8602 -1.4132 -0.027 -0.056 -0.080 -0.939
C 1.1030 3.4623 -1.0948 0.069 -0.059 -0.042 -0.229
C 0.8081 2.0292 -1.5591 0.117 0.087 0.184 -0.231
C 2.9571 -1.4180 -0.1586 -0.417 -0.141 0.063 1.612
C 4.3168 -1.4753 -0.9018 -0.016 -0.127 -0.185 -0.770
C 4.6985 -2.9102 -1.2559 0.078 0.004 0.117 -0.542
C 4.8843 -3.7469 0.0163 -0.084 0.092 -0.002 -0.964
C 3.8228 -3.4053 1.0828 -0.027 -0.058 -0.109 -0.945
C 2.5841 -2.7864 0.4386 0.052 0.024 0.120 0.275
H 1.3718 -2.7050 -6.4286 0.038 0.024 -0.015 0.524
H 2.5132 -1.7792 -5.4782 0.008 -0.006 -0.027 0.328
H 2.4931 -3.8715 -4.3556 -0.021 -0.034 0.020 0.302
H 0.7787 -4.1257 -4.6391 0.034 -0.044 0.003 0.459
H 1.6395 -3.4379 -2.2174 -0.035 -0.007 0.013 -0.046
H 0.1082 -2.8249 -2.8087 0.022 -0.007 0.003 -0.413
H 2.7152 -1.3090 -3.1799 0.029 0.058 0.051 1.321
H 1.3139 0.4441 -4.0495 -0.021 0.017 0.042 0.326
H -0.1299 -0.2376 -3.2904 0.103 0.045 -0.017 -1.508
H 0.3730 -0.5140 -5.9467 -0.053 0.009 0.019 0.632
H -0.5008 -1.7429 -5.0443 -0.021 0.024 0.005 0.214
H 2.2477 1.3303 -0.1598 -0.016 -0.041 0.013 0.410
H 3.3073 0.8893 -2.9681 0.033 -0.044 0.034 0.165
H 4.1362 1.3959 -1.4992 0.023 -0.061 -0.045 0.457
H 2.4978 3.0802 -3.4227 0.023 -0.001 -0.024 0.285
H 4.1215 3.3401 -2.8166 -0.013 -0.004 -0.056 0.563
H 2.6104 4.9127 -1.6886 0.025 0.014 0.059 0.543
H 3.1840 3.7329 -0.5250 0.011 0.046 0.012 0.329
H 0.4047 4.1469 -1.5809 -0.006 -0.005 0.016 0.651
H 0.9271 3.5318 -0.0179 -0.035 0.043 -0.017 -0.410
H 0.6291 2.0128 -2.6349 -0.077 -0.066 0.021 0.294
H -0.1094 1.6786 -1.0738 -0.055 0.048 -0.101 -0.765
H 3.0407 -0.7170 0.6766 -0.030 0.025 -0.034 -0.228
H 5.0863 -1.0654 -0.2434 -0.022 0.071 -0.011 0.471
H 4.3141 -0.8597 -1.8003 0.063 0.046 0.054 0.278
H 5.6226 -2.9086 -1.8349 -0.034 -0.011 -0.043 0.573
H 3.9288 -3.3539 -1.8945 0.010 0.014 -0.032 -0.087
H 5.8769 -3.5596 0.4282 0.024 -0.059 -0.031 0.384
H 4.8384 -4.8059 -0.2393 0.024 -0.008 0.028 0.329
H 4.2263 -2.6964 1.8119 -0.004 -0.007 0.026 0.257
H 3.5423 -4.3021 1.6351 0.019 0.027 0.053 0.508
H 1.7876 -2.6675 1.1748 0.027 -0.045 -0.062 -0.241
H 2.2044 -3.4640 -0.3267 -0.046 -0.004 0.004 0.107
C -3.5294 -0.4912 5.5135 0.005 -0.032 -0.014 -0.815
C -2.1699 -0.2173 5.4380 0.011 0.000 0.012 -0.869
C -1.6260 0.2826 4.2658 0.032 0.142 -0.063 0.047
C -2.4451 0.5013 3.1627 0.143 -0.208 -0.171 0.883
C -3.7993 0.1838 3.2227 0.077 -0.010 -0.167 -0.356
C -4.3425 -0.2925 4.4057 -0.019 -0.029 0.025 -0.915
As -1.7191 1.3345 1.5536 -0.383 0.737 0.742 2.278
C -3.1060 2.6317 1.1619 0.104 0.004 -0.243 0.793
C -4.3727 2.4174 0.6483 -0.032 -0.137 -0.089 -0.696
C -5.2415 3.4889 0.4920 -0.030 -0.053 -0.029 -1.106
C -4.8274 4.7694 0.8294 0.035 0.057 -0.002 -0.995
C -3.5621 4.9838 1.3549 0.026 -0.007 0.053 -0.629
C -2.6918 3.9159 1.5377 -0.021 -0.126 -0.075 0.031
C -1.3560 3.9996 2.1590 0.081 -0.118 0.012 0.853
C -0.7716 5.1551 2.6613 -0.013 0.013 -0.031 -0.536
C 0.4688 5.0947 3.2812 -0.009 -0.001 -0.039 -1.078
C 1.1385 3.8852 3.4012 0.021 0.039 0.003 -1.037
C 0.5768 2.7255 2.8863 0.056 -0.139 -0.012 0.318
C -0.6689 2.7854 2.2836 0.196 -0.050 -0.229 -0.800
H -3.9546 -0.8596 6.4375 -0.008 0.000 -0.005 0.421
H -1.5317 -0.3795 6.2967 -0.006 0.029 0.013 0.516
H -0.5724 0.5297 4.2291 -0.042 0.036 0.065 0.236
H -4.4323 0.3272 2.3567 -0.054 0.027 0.072 0.248
H -5.4033 -0.4964 4.4644 0.006 -0.034 -0.004 0.461
H -4.7003 1.4199 0.3869 -0.009 -0.045 -0.098 0.475
H -6.2419 3.3229 0.1130 0.030 0.003 -0.009 0.493
H -5.4969 5.6077 0.6899 -0.009 -0.013 0.027 0.441
H -3.2620 5.9819 1.6446 -0.022 0.015 -0.023 0.481
H -1.2799 6.1065 2.5794 -0.013 -0.003 0.011 0.476
H 0.9158 5.9997 3.6700 -0.011 -0.003 0.017 0.424
H 2.0998 3.8450 3.8963 0.011 -0.003 -0.023 0.548
H 1.1145 1.7899 2.9487 -0.065 0.105 0.044 0.240
O -2.3610 0.5304 -1.3272 0.198 0.120 0.268 -1.250
S -3.5454 0.4998 -2.2814 0.262 -0.006 -0.333 0.131
C -2.9643 -0.3940 -3.7684 -0.020 0.144 0.010 0.443
C -2.3581 0.6457 -4.6995 -0.093 0.156 -0.047 0.241
C -3.2869 1.8508 -4.6137 0.064 -0.018 -0.025 -1.104
C -3.4636 2.1270 -3.1266 -0.182 -0.106 -0.023 -0.306
H -3.8453 -0.8666 -4.2064 0.005 -0.016 -0.018 0.717
H -2.2654 -1.1573 -3.4267 -0.108 -0.008 0.124 -0.882
H -2.2660 0.2627 -5.7155 0.009 -0.014 0.021 0.608
H -1.3616 0.9272 -4.3487 -0.098 -0.003 -0.086 -0.361
H -4.2512 1.6177 -5.0702 0.011 0.027 -0.029 0.355
H -2.8826 2.7261 -5.1215 -0.023 0.009 0.010 0.415
H -4.3512 2.7080 -2.8927 -0.061 -0.015 0.114 0.571
H -2.5917 2.6056 -2.6787 0.031 -0.046 0.032 0.042
```
Positions in Å, forces in eV/Å.

Computed properties:
LUMO energy (spin up / spin down) = -4.7 / -8.0 eV
Spin multiplicity = 5
Charge = +2
Frontier orbital gap (spin up / spin down) = 0.2949 / 0.1853 hartree
⟨S²⟩ = 6.044

CH8N3OSi | the ωB97M-V functional and the def2-TZVPD basis

```
14
Properties=species:S:1:pos:R:3:forces:R:3:nbo_charge:R:1
N -1.2215 -0.5605 -2.5151 0.045 1.060 1.459 -0.592
N -0.3454 -0.8183 -1.3478 0.230 0.382 -1.544 -0.416
C 0.0761 -0.3617 -0.1505 -1.444 0.093 -0.416 0.816
N 0.7773 -1.3423 0.4994 0.176 2.153 0.793 -0.779
O -0.2557 0.7839 0.3822 0.873 -0.388 0.019 -0.744
Si 0.2515 1.7117 2.0020 -1.121 -2.162 -0.778 1.094
H -2.1044 -0.2040 -2.1569 -0.144 -0.480 0.318 0.374
H -0.9493 0.2208 -3.1433 0.933 -0.561 0.877 0.382
H 0.2359 -1.6149 -1.5516 -0.553 -0.208 -0.621 0.388
H 1.1161 -2.1870 0.0736 -0.232 -0.055 -0.341 0.423
H 1.4500 -0.8988 1.0889 0.508 -0.344 0.811 0.404
H 0.5254 0.3482 2.6730 -0.108 1.429 0.055 -0.158
H 1.4996 2.4738 1.6863 -0.672 -0.177 0.023 -0.117
H -1.0556 2.4492 2.4597 1.509 -0.744 -0.654 -0.076
```
Positions in Å, forces in eV/Å.

Computed properties:
LUMO energy = -3.7 eV
Relative energy (zero: lowest compared OMol25 entry of this formula, charge and spin) = 2.520 eV
Charge = +1
Frontier orbital gap = 0.4027 hartree
Structure (SMILES) = N/[NH+]=C(/N)O[SiH3]

C39H38BrN8O4PPdS2 | the ωB97M-V functional and the def2-TZVPD basis

```
94
Properties=species:S:1:pos:R:3:forces:R:3:mulliken_charge:R:1
Pd -0.3493 -0.5609 0.5439 -0.333 0.367 0.272 -0.105
O -4.9906 0.3722 3.2886 0.068 0.047 -0.087 -0.875
C -3.9680 -0.2606 2.9575 -0.232 -0.065 0.204 0.059
O -2.7759 0.1141 2.9701 0.138 -0.028 -0.111 -0.509
C -4.1808 -1.7244 2.5313 0.073 -0.067 -0.096 -0.047
C -5.4750 -2.2325 2.5936 0.009 0.128 0.028 -0.593
C -5.7567 -3.5506 2.2830 -0.027 -0.042 -0.001 -0.495
C -4.7183 -4.3907 1.9114 0.035 -0.046 -0.029 -0.709
C -3.4234 -3.8983 1.8359 -0.065 0.092 0.055 -0.243
C -3.1266 -2.5608 2.1254 -0.001 -0.064 0.034 0.669
P -1.3939 -1.9007 1.9740 -0.131 0.340 -0.189 1.223
C -0.9570 -1.8329 3.7563 0.112 0.056 0.069 -0.260
C -1.1612 -2.8928 4.6350 -0.027 0.118 0.006 0.003
C -0.7571 -2.7977 5.9600 -0.020 -0.080 0.041 -0.702
C -0.1419 -1.6416 6.4216 0.024 -0.004 0.057 -0.513
C 0.0547 -0.5748 5.5550 -0.044 -0.011 -0.114 -0.836
C -0.3568 -0.6715 4.2318 -0.038 -0.064 0.217 -0.206
C -0.4497 -3.4147 1.5017 -0.017 -0.249 0.116 0.710
C -0.6719 -3.9735 0.2351 0.053 -0.100 -0.038 -0.333
C 0.1086 -5.0106 -0.2439 -0.029 0.076 0.037 -0.842
C 1.1687 -5.4984 0.5163 0.040 -0.052 -0.018 -0.487
C 1.4237 -4.9353 1.7562 -0.005 -0.005 0.022 -0.659
C 0.6160 -3.9148 2.2512 0.079 -0.083 -0.062 -0.751
H -6.2440 -1.5354 2.9048 0.010 -0.029 -0.011 0.467
H -6.7750 -3.9211 2.3368 0.004 -0.011 -0.001 0.349
H -4.9040 -5.4340 1.6755 -0.016 0.027 0.010 0.394
H -2.6375 -4.5807 1.5512 0.072 -0.020 -0.024 0.316
H -1.6353 -3.8008 4.2770 -0.016 0.022 0.002 0.453
H -0.9262 -3.6311 6.6338 0.010 0.019 0.008 0.375
H 0.1695 -1.5665 7.4581 -0.004 -0.013 -0.011 0.347
H 0.5075 0.3428 5.9137 0.005 0.001 0.010 0.422
H -0.2712 0.1648 3.5535 0.019 0.033 -0.058 0.538
H -1.4527 -3.5624 -0.3953 -0.007 0.024 0.010 0.507
H -0.0897 -5.4107 -1.2313 0.017 -0.015 0.006 0.351
H 1.7976 -6.2951 0.1334 -0.012 0.021 0.008 0.337
H 2.2550 -5.2898 2.3579 0.000 -0.013 -0.028 0.379
H 0.8362 -3.4987 3.2284 0.009 -0.025 -0.111 0.260
Br 2.1384 -2.0633 -1.1464 0.053 -0.046 -0.026 -0.076
C 2.6196 -1.4117 0.5617 -0.032 0.025 0.053 0.219
C 3.6852 -1.9649 1.2563 0.048 -0.081 -0.054 -0.913
C 4.0020 -1.4251 2.4899 -0.019 0.045 -0.003 -0.386
C 3.2623 -0.3448 2.9582 0.047 0.009 0.077 -0.950
C 2.2202 0.1323 2.1882 -0.018 -0.062 0.000 -0.768
N 1.8725 -0.4172 1.0165 -0.066 0.012 -0.253 1.067
H 4.2330 -2.7981 0.8384 -0.030 0.023 -0.007 0.455
H 4.8176 -1.8363 3.0717 -0.008 0.003 0.008 0.383
H 3.4820 0.1174 3.9119 -0.011 -0.013 -0.009 0.456
H 1.6127 0.9725 2.4977 0.003 0.004 -0.005 0.618
N 0.8590 3.9652 -7.0616 -0.032 0.002 0.062 -0.684
C 0.3797 2.8839 -6.2839 0.018 -0.055 0.006 1.034
C 1.2262 2.2311 -5.3882 0.001 0.010 -0.089 -0.784
C 0.7662 1.1590 -4.6462 0.008 -0.140 0.033 -0.368
C -0.5429 0.7184 -4.7876 -0.113 -0.080 0.107 -0.465
C -1.3880 1.3625 -5.6740 -0.088 -0.005 -0.066 -0.496
C -0.9290 2.4343 -6.4269 0.023 0.047 -0.011 -0.653
S -1.1507 -0.6108 -3.7435 -0.161 0.335 -0.114 1.138
O -2.5095 -0.8543 -4.2008 0.166 0.050 0.050 -0.749
O -0.1988 -1.6846 -3.8900 0.057 -0.066 0.081 -0.759
N -1.0520 -0.0409 -2.2791 0.079 -0.190 -0.144 -0.067
C -1.8941 0.8968 -1.7983 0.151 0.092 0.312 0.352
S -3.2798 1.6089 -2.6081 -0.156 0.095 0.069 -0.182
C -3.5832 2.5902 -1.2076 0.085 -0.059 0.015 -0.352
C -2.6659 2.3066 -0.2516 -0.088 -0.056 -0.153 -1.101
N -1.7070 1.3924 -0.5878 0.137 -0.322 -0.216 0.262
H 1.6182 4.4492 -6.6037 0.010 -0.002 -0.015 0.252
H 0.1269 4.6247 -7.2835 0.008 -0.003 -0.015 0.216
H 2.2449 2.5798 -5.2466 -0.047 -0.015 -0.010 0.314
H 1.4190 0.6710 -3.9321 -0.019 0.035 -0.062 0.583
H -2.4113 1.0191 -5.7618 0.039 0.006 0.008 0.498
H -1.5984 2.9368 -7.1187 0.023 0.000 0.011 0.307
H -4.4384 3.2431 -1.1326 0.031 -0.041 -0.047 0.415
H -2.6647 2.7141 0.7497 0.011 -0.012 0.008 0.419
C 2.9572 2.9082 0.3478 0.023 0.043 -0.110 -0.740
N 3.6638 3.7367 -0.6502 0.076 -0.054 0.009 -0.050
C 2.8523 4.9341 -0.8879 -0.012 -0.015 -0.009 -0.669
N 1.4970 4.6296 -1.3420 -0.043 0.030 -0.001 0.062
C 0.8558 3.7804 -0.3183 0.009 -0.023 -0.012 -0.542
N 1.6136 2.5573 -0.0770 -0.044 0.017 0.070 0.609
C 1.6908 1.8135 -1.3388 0.013 0.024 0.102 0.525
N 2.3682 2.6079 -2.3811 0.079 0.022 -0.003 0.310
C 3.6984 2.9668 -1.9034 -0.072 0.039 0.058 -0.886
C 1.5979 3.8364 -2.5743 0.013 -0.006 0.091 -0.676
H 2.9081 3.4624 1.2901 -0.005 0.014 -0.010 0.277
H 3.5313 1.9925 0.5108 0.005 0.007 -0.006 0.331
H 3.3497 5.5490 -1.6449 0.006 0.002 -0.002 0.346
H 2.7931 5.5059 0.0424 -0.007 0.002 0.000 0.349
H -0.1469 3.5083 -0.6477 -0.004 -0.003 -0.007 0.089
H 0.7799 4.3518 0.6113 0.019 -0.011 0.000 0.299
H 0.6838 1.5528 -1.6637 0.012 0.009 0.008 -0.994
H 2.2316 0.8804 -1.1778 0.062 0.059 -0.009 -0.091
H 4.2027 3.5665 -2.6684 0.010 0.013 0.003 0.309
H 4.2748 2.0538 -1.7362 -0.007 -0.012 0.002 0.415
H 0.5945 3.5723 -2.9135 0.002 0.008 0.009 0.313
H 2.0825 4.4459 -3.3449 0.001 0.010 -0.009 0.188
```
Positions in Å, forces in eV/Å.

Computed properties:
LUMO energy = 4.0 eV
Relative energy (zero: lowest compared OMol25 entry of this formula, charge and spin) = 0.991 eV
Charge = -2
Frontier orbital gap = 0.1806 hartree

| no. | maximum force (eV/A) |
| --- | --- |
| 1 | 1.71 |
| 2 | 2.56 |
| 3 | 0.57 |